Entry 1:
{
  "formula": "C9H9N3O2",
  "method": "ωB97M-V/def2-TZVPD",
  "elements": ["C", "C", "C", "C", "C", "C", "C", "C", "C", "H", "H", "H", "H", "H", "H", "H", "H", "H", "N", "N", "N", "O", "O"],
  "coordinates": [[1.0031, -0.3612, -0.3170], [1.2794, 1.0707, -0.5093], [2.5354, 1.3850, -0.0275], [3.4932, -0.8494, -0.0943], [-2.4601, 0.2781, -1.2810], [-2.1193, 1.0630, -0.1486], [-2.2458, 0.6225, 1.1978], [-2.8990, -0.6198, 1.3098], [-3.0555, -1.4177, 0.1408], [2.0564, -2.3351, -0.4705], [0.6153, 1.7817, -0.9552], [2.6045, 2.5109, 0.3255], [4.5478, 0.8180, 0.5678], [-2.3031, 0.6432, -2.3797], [-1.5016, 1.9751, -0.4368], [-2.0968, 1.1302, 2.0477], [-3.1826, -1.0572, 2.2248], [-3.4000, -2.4516, 0.0986], [2.1415, -1.2582, -0.3651], [3.5529, 0.4970, 0.1649], [-2.9346, -1.0158, -1.0754], [-0.0579, -0.9497, -0.3044], [4.4269, -1.4595, 0.2870]],
  "mulliken_charge": [0.53, -0.46, -0.17, 0.23, -0.06, -0.37, -0.58, -0.53, -0.01, 0.29, 0.40, 0.27, 0.32, 0.29, 0.40, 0.61, 0.41, 0.38, -0.16, -0.16, -0.59, -0.49, -0.56],
  "smiles": "O=c1cc[nH]c(=O)[nH]1.c1ccncc1",
  "orbital_gap_ev": 9.260,
  "spin_multiplicity": 1,
  "lumo_ev": 0.34
}



Entry 2:
{
  "formula": "C9H9N3S",
  "method": "ωB97M-V/def2-TZVPD",
  "elements": ["C", "C", "C", "C", "C", "C", "C", "C", "C", "H", "H", "H", "H", "H", "H", "H", "H", "H", "N", "N", "N", "S"],
  "coordinates": [[-4.2412, -0.9865, 0.1452], [-3.0574, -0.1319, 0.0918], [-3.0497, 1.2127, -0.0868], [-0.8424, 0.9011, -0.0994], [1.6404, 0.5435, -0.0758], [1.7576, -0.8254, -0.3059], [3.0156, -1.4136, -0.2229], [4.1064, -0.6072, 0.0740], [3.8829, 0.7493, 0.2796], [-5.1954, -0.4384, 0.1270], [-4.3480, -1.5817, 1.0762], [-4.2342, -1.7413, -0.6591], [-3.9520, 1.8191, -0.1223], [0.5984, 2.2362, 0.1252], [0.8890, -1.4408, -0.5354], [3.2266, -2.4555, -0.4987], [5.1232, -0.9594, 0.2416], [4.7189, 1.4392, 0.4787], [-1.7652, 1.8025, -0.2442], [0.4445, 1.2788, -0.1419], [2.6962, 1.3148, 0.2157], [-1.4140, -0.7155, 0.1375]],
  "mulliken_charge": [-1.20, 0.80, -0.69, 0.59, 0.83, -0.31, -0.73, -0.31, -0.29, 0.34, 0.29, 0.27, 0.38, 0.27, 0.27, 0.36, 0.36, 0.35, -0.69, -0.16, -0.54, -0.20],
  "smiles": "Cc1cnc(Nc2ccccn2)s1",
  "orbital_gap_ev": 8.602,
  "spin_multiplicity": 1,
  "lumo_ev": 0.64
}



Entry 3:
{
  "formula": "C9H9NO",
  "method": "ωB97M-V/def2-TZVPD",
  "elements": ["C", "C", "C", "C", "C", "C", "C", "C", "C", "N", "O", "H", "H", "H", "H", "H", "H", "H", "H", "H"],
  "coordinates": [[2.2007, 0.2323, 2.1127], [1.4458, 1.3916, 2.0005], [1.8512, -0.9741, 1.3746], [0.2924, 1.4487, 1.1865], [0.7433, -0.9035, 0.5364], [-0.0032, 0.2847, 0.4803], [-1.6510, 0.6341, -1.2940], [-0.1483, -1.5944, -0.4755], [-2.1081, -0.1421, -2.5421], [-0.8421, -0.1196, -0.5201], [-1.7922, 1.8432, -1.0683], [2.9585, 0.0525, 2.8429], [1.6272, 2.1817, 2.7091], [2.5247, -1.7261, 1.4408], [-0.1002, 2.4259, 1.0925], [0.4348, -1.7563, -1.4373], [-0.8056, -2.4493, -0.1226], [-2.9679, 0.5743, -2.8717], [-2.4713, -1.1267, -2.3248], [-1.1887, -0.2770, -3.1198]],
  "mulliken_charge": [-0.45, -0.38, -0.84, -0.75, 0.40, 0.20, 0.74, -0.37, -1.04, 0.05, -0.62, 0.36, 0.35, 0.51, 0.47, 0.26, 0.25, 0.30, 0.33, 0.24],
  "smiles": "CC(=O)N1Cc2ccccc21",
  "orbital_gap_ev": 8.950,
  "spin_multiplicity": 1,
  "lumo_ev": 0.67
}



Entry 4:
{
  "formula": "C9H9NS",
  "method": "ωB97M-V/def2-TZVPD",
  "elements": ["C", "C", "C", "C", "C", "C", "C", "C", "C", "N", "S", "H", "H", "H", "H", "H", "H", "H", "H", "H"],
  "coordinates": [[2.3055, -0.2707, -0.0237], [-0.9134, -0.6218, -1.5545], [0.3918, -0.6340, -1.2905], [0.3622, 1.4909, 0.1040], [1.1921, 2.5279, 0.1134], [-1.3508, -1.1310, 0.7980], [0.0987, -0.8065, 1.1480], [-1.7514, -0.2319, -0.3620], [0.8160, -0.0951, 0.0067], [3.3847, -0.5486, -0.2999], [-1.4007, 1.5457, 0.0848], [-1.5438, -1.1665, -2.2562], [1.0963, -0.7317, -2.1207], [0.6357, 3.4497, 0.4145], [2.2777, 2.2880, 0.3484], [-1.4905, -1.9909, 0.2388], [-2.0324, -1.0166, 1.6405], [0.0634, -0.0109, 2.0082], [0.6376, -1.6365, 1.5393], [-2.7786, -0.4091, -0.5373]],
  "mulliken_charge": [-0.34, -0.71, -0.71, 0.12, -0.67, -0.86, -0.91, -0.10, 1.54, -0.51, -0.20, 0.38, 0.36, 0.27, 0.27, 0.39, 0.39, 0.30, 0.47, 0.52],
  "smiles": "C=C1S[C@H]2C=C[C@]1(C#N)CC2",
  "orbital_gap_ev": 9.242,
  "spin_multiplicity": 1,
  "lumo_ev": 0.56
}



Entry 5:
{
  "formula": "C9H9O4P",
  "method": "ωB97M-V/def2-TZVPD",
  "elements": ["C", "C", "C", "C", "C", "C", "C", "C", "C", "O", "O", "O", "O", "P", "H", "H", "H", "H", "H", "H", "H", "H", "H"],
  "coordinates": [[-0.3194, 1.6687, -2.0166], [-0.5538, 0.3579, -2.1323], [0.2324, 2.1815, -0.7983], [-0.3541, -0.5182, -0.9511], [0.6810, 1.3358, 0.2373], [0.3313, 0.0213, 0.3382], [1.7925, -0.7070, 2.1733], [0.8436, -1.0506, 1.1652], [-1.6436, -0.8314, -0.3263], [-1.4384, -3.6756, 0.1085], [-1.9673, -2.0291, 2.1620], [-3.5409, -2.5009, 0.2110], [-2.6719, -0.0693, -0.3915], [-1.9875, -2.4195, 0.6796], [-0.6342, 2.2410, -2.9261], [-0.9542, 0.0249, -3.0214], [0.4277, 3.2063, -0.9833], [0.1637, -1.5082, -1.1767], [1.0264, 1.9375, 1.0118], [2.1840, -1.3659, 2.8936], [2.0700, 0.3282, 2.2992], [0.4006, -2.0764, 1.0297], [-3.8051, -1.5629, 0.2651]],
  "mulliken_charge": [0.19, -1.35, -1.26, 0.90, -0.43, 0.54, -1.22, -0.02, 0.20, -0.78, -0.77, -0.61, -0.74, 0.82, 0.25, 0.42, 0.27, 0.34, 0.28, 0.33, 0.17, 0.12, 0.35],
  "orbital_gap_ev": [5.132, 5.132],
  "spin_multiplicity": 1,
  "charge": -2,
  "lumo_ev": [6.34, 6.34]
}



Entry 6:
{
  "formula": "C9H9OP",
  "method": "ωB97M-V/def2-TZVPD",
  "elements": ["C", "C", "C", "C", "C", "C", "C", "C", "C", "O", "P", "H", "H", "H", "H", "H", "H", "H", "H", "H"],
  "coordinates": [[3.3330, 0.0964, 0.5158], [3.5893, -1.1307, -0.1026], [2.0641, 0.4914, 0.8479], [2.5238, -1.8919, -0.4120], [0.9885, -0.4019, 0.7656], [1.2811, -1.4794, -0.0673], [-0.2179, -0.0257, 1.4309], [-1.3857, 0.3080, 0.8467], [-4.2592, 1.0100, -1.5368], [-3.2506, 0.8560, -0.5445], [-1.7105, 0.3718, -0.8433], [4.0831, 0.7668, 0.7641], [4.6391, -1.4287, -0.4290], [1.8889, 1.4356, 1.3338], [2.5193, -2.7921, -1.0296], [-0.3404, -0.1923, 2.4951], [-2.2278, 0.7692, 1.3664], [-3.6400, 1.3434, -2.4208], [-4.9656, 1.8552, -1.2539], [-4.9125, 0.0391, -1.7264]],
  "mulliken_charge": [-0.43, -0.34, -0.35, -0.34, 0.38, -0.17, -0.54, -0.20, -0.56, -0.23, -0.08, 0.43, 0.29, 0.40, 0.36, 0.31, 0.39, 0.27, 0.21, 0.21],
  "orbital_gap_ev": [8.419, 6.739],
  "spin_multiplicity": 1,
  "lumo_ev": [-0.50, -0.32]
}



ΔE to the lowest compared entry with this formula, charge and spin (kcal per mole)
80.3, 0.0, 61.4, 57.1, 48.5, 78.1